Entry from OMol25: C9H28FFeO5S4 as an isolated structure (ωB97M-V/def2-TZVPD).

## Properties
* largest force on an atom: 1.21 eV Å⁻¹
* net charge: +1
* multiplicity: 5
* energy above the lowest of the compared OMol25 structures with the same formula, charge and spin: 0.1827 eV
* calculated total energy: -3692.000814 Eh
* frontier orbital gap (spin up / spin down): 0.340 / 0.287 hartree

Geometry (Å):
Fe 0.47 -0.39 0.73
F 1.15 -1.94 1.59
C -0.36 0.52 3.67
O 0.68 0.62 2.69
H 0.03 0.21 4.64
H -0.80 1.51 3.82
H -1.14 -0.15 3.32
H 1.53 0.53 3.12
C 2.46 3.05 1.12
S 3.37 1.63 0.53
O 2.39 0.51 0.32
C 3.73 2.24 -1.12
H 1.89 3.47 0.28
H 3.21 3.82 1.33
H 1.81 2.86 1.96
H 3.02 3.01 -1.42
H 3.64 1.36 -1.75
H 4.75 2.60 -1.14
C 1.26 -0.85 -3.63
S 1.67 -1.61 -2.07
O 0.50 -1.25 -1.20
C 1.40 -3.32 -2.51
H 0.20 -0.95 -3.86
H 1.90 -1.23 -4.42
H 1.53 0.20 -3.52
H 1.40 -3.86 -1.57
H 2.25 -3.64 -3.12
H 0.44 -3.41 -3.01
C -1.54 3.40 -1.17
S -0.95 1.73 -1.43
O -0.26 1.37 -0.14
C -2.52 0.91 -1.42
H -0.73 3.97 -0.72
H -2.43 3.38 -0.55
H -1.79 3.84 -2.13
H -2.32 -0.16 -1.37
H -3.03 1.11 -2.36
H -3.11 1.22 -0.56
C -3.81 -2.22 1.36
S -2.14 -2.47 0.80
O -1.53 -1.11 0.88
C -1.54 -3.35 2.23
H -3.80 -1.69 2.31
H -4.31 -3.19 1.46
H -4.34 -1.68 0.58
H -0.50 -3.61 2.06
H -2.13 -4.27 2.32
H -1.64 -2.71 3.10

***

Entry from OMol25: one molecule with the formula C5H7NO2 (ωB97M-V/def2-TZVPD).

## Properties
* largest force on an atom: 7.42 eV Å⁻¹
* energy above the lowest of the compared OMol25 structures with the same formula, charge and spin: 7.2405 eV
* calculated total energy: -399.699478 Eh
* frontier orbital gap: 0.353 hartree

Geometry (Å):
C 0.38 -0.40 1.28
C -0.73 -1.05 1.00
O -1.79 -0.56 0.17
C -1.56 -0.57 -1.14
N -0.63 -0.02 -1.98
O -0.06 1.03 -1.38
C 1.15 0.70 -0.79
C 0.71 0.87 0.70
H 0.74 -1.00 2.23
H -1.35 -1.83 1.62
H -1.67 -1.79 -1.39
H 1.89 1.51 -1.02
H 1.48 -0.12 -1.20
H 1.60 1.46 1.24
H -0.16 1.77 0.66

***

Entry from OMol25: C19H14Cl3N2O5Tb as an isolated structure (ωB97M-V/def2-TZVPD).

## Properties
* largest force on an atom: 2.27 eV Å⁻¹
* multiplicity: 7
* energy above the lowest of the compared OMol25 structures with the same formula, charge and spin: 0.0000 eV
* calculated total energy: -3423.327794 Eh
* frontier orbital gap (spin up / spin down): 0.297 / 0.297 hartree

Geometry (Å):
Tb -0.09 -0.56 0.01
O 0.03 0.40 1.89
C -0.50 1.36 2.61
C -0.51 1.26 4.02
C -1.07 2.24 4.79
C -1.62 3.40 4.22
C -1.57 3.53 2.85
C -1.03 2.53 2.03
C -0.95 2.79 0.60
N -0.74 1.93 -0.31
C -0.66 2.40 -1.70
C -0.93 1.26 -2.68
N -0.07 0.15 -2.30
C 0.72 -0.38 -3.15
C 1.77 -1.33 -2.79
C 2.29 -2.17 -3.79
C 3.28 -3.08 -3.51
C 3.78 -3.14 -2.21
C 3.32 -2.30 -1.22
C 2.31 -1.36 -1.48
O 1.91 -0.51 -0.55
H -0.06 0.37 4.45
H -1.08 2.13 5.87
H -2.05 4.17 4.84
H -1.96 4.43 2.38
H -1.14 3.83 0.31
H 0.35 2.77 -1.88
H -1.36 3.23 -1.88
H -0.72 1.62 -3.69
H -1.97 0.94 -2.62
H 0.64 -0.11 -4.20
H 1.88 -2.09 -4.79
H 3.66 -3.73 -4.29
H 4.55 -3.86 -1.97
H 3.71 -2.33 -0.22
O -3.43 0.78 0.56
C -2.63 0.31 -0.07
Cl -2.61 -4.46 1.59
C -1.43 -3.19 1.90
Cl -0.36 -3.65 3.21
Cl -2.25 -1.64 2.31
C -0.66 -2.82 0.59
O 0.58 -2.72 0.65
O -1.36 -2.41 -0.38

***

Entry from OMol25: a 3-piece molecular cluster, C14H34BBrO overall (ωB97M-V/def2-TZVPD).

## Properties
* largest force on an atom: 0.21 eV Å⁻¹
* calculated total energy: -3227.993787 Eh
* frontier orbital gap: 0.407 hartree

Geometry (Å):
C 0.40 -2.84 0.60
C 1.53 -3.71 1.14
C 2.79 -3.66 0.29
C 2.61 -4.12 -1.16
C 2.06 -5.54 -1.31
C 2.96 -6.61 -0.69
H 0.07 -3.17 -0.39
H -0.47 -2.87 1.25
H 0.72 -1.80 0.51
H 1.18 -4.74 1.24
H 1.78 -3.38 2.16
H 3.58 -4.25 0.77
H 3.16 -2.62 0.27
H 3.58 -4.06 -1.66
H 1.95 -3.43 -1.68
H 1.93 -5.75 -2.37
H 1.06 -5.60 -0.87
H 3.95 -6.59 -1.14
H 2.55 -7.61 -0.85
H 3.07 -6.47 0.38
C -5.64 3.93 1.11
C -4.47 2.98 1.34
C -3.39 3.54 2.26
C -2.73 4.83 1.77
C -2.10 4.72 0.38
C -1.01 3.67 0.29
H -5.32 4.86 0.64
H -6.40 3.48 0.48
H -6.12 4.20 2.06
H -4.03 2.71 0.38
H -4.84 2.05 1.77
H -2.63 2.78 2.43
H -3.83 3.74 3.25
H -1.95 5.12 2.49
H -3.46 5.64 1.76
H -1.69 5.70 0.11
H -2.87 4.51 -0.36
H -0.20 3.87 1.00
H -0.57 3.63 -0.71
H -1.39 2.67 0.50
C 3.52 0.43 -1.93
C 2.68 1.58 -1.41
O 1.39 1.12 -1.00
B 0.41 0.92 -1.88
Br -1.19 0.07 -1.27
H 4.42 0.82 -2.42
H 3.82 -0.24 -1.13
H 2.96 -0.14 -2.67
H 2.56 2.36 -2.17
H 3.13 2.03 -0.53
H 0.49 1.26 -3.03

***

Entry from OMol25: C16H60N28O16Sn as an isolated structure (ωB97M-V/def2-TZVPD).

## Properties
* largest force on an atom: 8.47 eV Å⁻¹
* calculated total energy: -3597.190277 Eh
* frontier orbital gap: 0.260 hartree

Geometry (Å):
Sn -0.01 -0.21 0.06
O -1.03 -1.88 2.70
C -0.29 -1.25 3.79
C 0.00 0.32 3.91
O 0.73 0.94 2.92
H 0.67 -1.77 3.73
H -0.51 -1.76 4.73
H 0.52 0.50 4.85
H -0.94 0.83 4.14
C -2.32 2.53 -1.22
O -1.16 2.16 -1.07
N -2.93 3.54 -0.66
N -3.17 1.95 -1.92
H -3.91 3.77 -0.71
H -2.39 4.02 0.05
H -4.07 2.41 -1.89
H -2.89 1.20 -2.53
C -3.30 -1.91 -1.69
O -2.28 -1.21 -1.79
N -4.32 -1.61 -0.94
N -3.67 -2.94 -2.35
H -4.38 -0.77 -0.38
H -4.77 -2.38 -0.47
H -4.61 -3.24 -2.18
H -3.19 -3.33 -3.16
C -3.86 -4.27 3.60
O -4.90 -4.78 3.94
N -3.69 -3.37 2.62
N -2.67 -4.37 4.14
H -4.49 -3.14 2.06
H -2.82 -2.87 2.50
H -2.36 -4.77 5.01
H -1.98 -3.73 3.77
C 3.32 3.59 4.42
O 4.10 2.67 4.61
N 2.34 3.46 3.58
N 3.38 4.75 5.05
H 2.00 4.30 3.14
H 2.07 2.51 3.36
H 3.60 4.66 6.03
H 2.85 5.56 4.77
C 1.30 -1.27 -3.55
O 1.98 -0.65 -2.71
N 0.52 -0.62 -4.32
N 1.23 -2.58 -3.69
H -0.09 -0.99 -5.04
H 0.40 0.35 -4.08
H 1.89 -3.16 -3.18
H 0.53 -2.91 -4.34
C -3.60 0.51 -5.34
O -3.02 1.58 -5.21
N -3.54 -0.37 -4.38
N -4.26 -0.01 -6.33
H -4.19 -1.11 -4.15
H -2.93 -0.07 -3.64
H -4.57 -0.97 -6.21
H -4.39 0.56 -7.15
C 0.71 3.15 -4.38
O 0.09 2.20 -4.97
N 1.46 3.96 -5.10
N 0.53 3.49 -3.17
H 1.64 3.65 -6.05
H 1.76 4.88 -4.83
H 1.14 4.26 -2.94
H 0.20 2.93 -2.40
C 3.53 -4.80 -0.53
O 4.42 -5.44 -1.17
N 3.13 -3.62 -0.89
N 2.86 -5.44 0.33
H 3.58 -2.96 -1.49
H 2.17 -3.42 -0.62
H 3.21 -6.31 0.69
H 2.28 -4.94 0.98
C -0.33 -4.12 -0.45
O 0.40 -3.19 -0.63
N -0.91 -4.35 0.70
N -0.60 -5.08 -1.32
H -1.15 -5.32 0.84
H -0.69 -3.66 1.39
H -0.03 -5.14 -2.16
H -1.32 -5.74 -1.08
C -3.59 0.74 2.06
O -2.79 0.67 1.12
N -3.51 -0.01 3.12
N -4.57 1.55 2.15
H -4.24 0.00 3.81
H -2.68 -0.58 3.20
H -4.71 2.17 1.36
H -5.30 1.38 2.82
C 5.33 1.01 -2.40
O 6.43 1.51 -2.58
N 5.06 0.19 -1.42
N 4.30 1.40 -3.00
H 4.12 -0.13 -1.22
H 5.74 -0.24 -0.81
H 4.53 1.95 -3.82
H 3.64 0.66 -2.82
C -1.45 4.10 2.35
O -2.27 4.85 1.91
N -0.37 3.84 1.69
N -1.70 3.34 3.39
H -0.15 4.33 0.83
H 0.12 2.98 1.85
H -1.33 2.41 3.27
H -2.69 3.42 3.58
C 3.67 -1.05 1.77
O 3.22 -0.69 0.63
N 4.55 -1.95 1.94
N 3.23 -0.77 2.90
H 4.92 -2.28 1.06
H 4.84 -2.13 2.89
H 3.66 -1.10 3.76
H 2.43 -0.17 2.96
C 2.52 2.90 0.30
O 1.52 2.42 -0.18
N 3.55 2.26 0.72
N 2.65 4.21 0.49
H 3.55 1.25 0.76
H 4.34 2.84 0.96
H 1.85 4.70 0.12
H 3.56 4.66 0.52

***

Entry from OMol25: one molecule with the formula C2H4B2O (ωB97M-V/def2-TZVPD).

## Properties
* largest force on an atom: 2.28 eV Å⁻¹
* energy above the lowest of the compared OMol25 structures with the same formula, charge and spin: 0.4164 eV
* calculated total energy: -203.433449 Eh
* frontier orbital gap: 0.323 hartree

Geometry (Å):
B -0.62 0.60 -1.42
B 0.29 -0.66 0.82
C 0.37 0.20 -0.53
C 0.05 -1.89 -0.02
O 0.08 -2.64 -0.84
H -1.27 0.62 -2.37
H 1.35 0.01 -1.08
H 1.23 -1.05 1.44
H -0.65 -0.40 1.43